(1)
Molecular formula: C18H29Cl16N2O6P
Method: DFT, wB97M-V/def2-TZVPD

Multiplicity = 1
SMILES = COCCC[C@@](CC(=O)N(C)C)(OC(=O)CC(C)C)P(=N)(O)O.ClC(Cl)(Cl)Cl.ClC(Cl)(Cl)Cl.ClC(Cl)(Cl)Cl.ClC(Cl)(Cl)Cl
HOMO = -8.5080 eV
LUMO = 0.14 eV
Gap between HOMO and LUMO = 8.6 eV

Geometry as XYZ:
```
72
Properties=species:S:1:pos:R:3:lowdin_charge:R:1
C 0.254 4.492 1.047 -0.133
O 0.214 3.325 0.206 -0.238
C -0.668 2.303 0.773 -0.186
C -0.700 1.040 -0.245 -0.145
C -2.143 0.682 -0.798 -0.142
C -2.518 -0.868 -0.926 -0.405
C -3.955 -0.808 -1.717 -0.028
C -5.249 -0.972 -0.838 -0.372
O -5.572 -2.136 -0.466 0.034
N -6.211 0.075 -0.453 -0.172
C -5.598 1.417 -0.317 -0.108
C -7.397 0.090 -1.357 -0.090
O -1.746 -1.640 -1.842 -0.062
C -0.417 -1.966 -1.534 -0.422
O -0.174 -2.863 -0.718 0.097
C 0.723 -1.349 -2.440 -0.100
C 2.080 -0.892 -1.793 -0.347
C 2.359 -1.188 -0.259 -0.132
C 2.350 0.704 -2.024 -0.102
P -2.692 -1.547 0.836 0.773
N -1.310 -1.506 1.671 -0.174
O -3.141 -3.203 0.831 -0.167
O -3.754 -0.596 1.825 -0.211
H -0.712 4.617 1.635 0.087
H 1.122 4.507 1.792 0.089
H 0.389 5.429 0.396 0.100
H -1.702 2.734 0.974 0.118
H -0.154 1.947 1.724 0.129
H -0.100 0.192 0.204 0.076
H -0.085 1.413 -1.148 0.100
H -2.909 1.140 -0.071 0.088
H -2.286 1.272 -1.775 0.141
H -4.049 0.181 -2.297 0.114
H -4.007 -1.615 -2.538 0.152
H -6.454 2.185 -0.312 0.099
H -4.900 1.735 -1.159 0.081
H -5.043 1.518 0.668 0.080
H -7.140 0.058 -2.469 0.097
H -8.029 -0.841 -1.147 0.099
H -8.086 0.987 -1.158 0.097
H 0.258 -0.478 -3.034 0.122
H 0.955 -2.138 -3.244 0.087
H 2.937 -1.392 -2.376 0.135
H 1.843 -0.508 0.489 0.062
H 2.204 -2.303 -0.034 0.088
H 3.495 -1.023 -0.089 0.021
H 1.473 1.216 -2.556 0.068
H 3.256 0.864 -2.706 0.067
H 2.590 1.201 -1.033 0.037
H -1.419 -0.915 2.505 -0.019
H -3.950 -3.329 1.371 0.075
H -3.257 0.208 2.099 0.064
C 5.196 -1.685 2.958 -1.994
Cl 3.443 -1.954 2.991 0.549
Cl 5.607 -0.315 4.014 0.444
Cl 6.030 -3.144 3.533 0.529
Cl 5.707 -1.329 1.293 0.522
C 5.195 2.628 0.869 -2.006
Cl 6.743 2.544 1.738 0.516
Cl 4.662 4.320 0.772 0.523
Cl 5.403 1.973 -0.768 0.538
Cl 3.973 1.675 1.736 0.502
C -0.448 -4.564 -5.572 -2.014
Cl -1.008 -3.337 -4.417 0.593
Cl 0.591 -3.797 -6.792 0.515
Cl 0.474 -5.812 -4.709 0.527
Cl -1.849 -5.309 -6.371 0.520
C 7.861 1.330 6.910 -2.018
Cl 9.104 0.513 5.940 0.519
Cl 7.293 0.237 8.189 0.522
Cl 8.550 2.793 7.644 0.520
Cl 6.496 1.778 5.866 0.475
```


(2)
Molecular formula: C18H29ClN4O3S2
Method: DFT, wB97M-V/def2-TZVPD

Multiplicity = 1
ΔE to the lowest compared entry with this formula, charge and spin = 1772.60 kJ/mol
HOMO = -8.3107 eV
LUMO = -0.38 eV
Gap between HOMO and LUMO = 7.9 eV

Geometry as XYZ:
```
57
Properties=species:S:1:pos:R:3:lowdin_charge:R:1
C 5.054 1.924 0.912 -0.078
N 4.821 1.061 -0.299 -0.242
C 5.303 1.744 -1.561 -0.040
H 6.293 1.749 -1.578 0.011
H 4.880 0.848 -2.527 0.168
H 4.629 2.545 -1.609 0.055
C 4.998 -0.443 0.057 -0.154
H 5.703 -0.394 0.653 0.043
H 5.622 -0.625 -1.066 0.194
C 3.913 -1.306 0.038 -0.792
C 4.308 -2.503 0.198 -0.154
H 3.425 -3.285 0.218 0.131
H 4.940 -3.191 -0.821 0.198
H 5.047 -2.713 1.076 0.141
C 3.065 -0.898 1.166 -0.058
H 2.714 0.132 1.388 0.047
H 3.717 -1.203 2.236 0.171
H 2.145 -1.549 1.467 0.121
C 3.113 -1.008 -1.290 0.016
N 1.688 -1.701 -1.019 0.014
C 0.489 -1.201 -0.895 -0.760
S -0.898 -2.089 -0.465 0.615
N 0.507 0.271 -0.560 0.033
C -0.658 1.000 -0.208 -0.264
C -1.848 0.857 -1.182 0.045
C -2.835 1.519 -0.648 -0.407
C -2.781 2.417 0.178 -0.091
C -1.506 3.081 0.658 0.045
C -0.544 2.061 0.525 -0.537
Cl 1.125 2.468 1.129 0.662
H -1.394 3.904 1.256 0.074
H -3.690 3.183 0.255 0.170
S -4.505 1.118 -1.265 0.599
O -5.370 2.132 -1.317 -0.239
O -4.413 0.277 -2.503 -0.307
N -5.047 0.299 0.000 -0.219
C -6.494 0.146 0.017 -0.165
H -6.820 1.207 0.493 0.159
C -6.833 -0.533 1.523 -0.016
H -8.005 -0.499 1.783 0.156
O -6.277 -1.985 1.630 -0.096
C -5.112 -1.890 1.460 -0.425
H -4.805 -3.062 1.211 0.178
C -4.654 -1.410 -0.066 0.029
H -3.628 -1.194 -0.285 0.024
H -4.896 -1.869 -0.953 0.076
H -4.344 -1.586 2.087 0.099
H -6.193 -0.182 2.369 0.120
H -7.034 -0.269 -0.731 0.084
H -2.112 -0.069 -1.572 0.042
H 1.422 0.645 -0.424 0.039
H 1.719 -2.712 -1.249 0.137
H 3.072 0.007 -1.545 0.080
H 3.609 -1.653 -1.968 0.101
H 4.637 2.823 0.806 0.023
H 6.129 2.184 1.135 0.104
H 4.610 1.422 1.681 0.038
```